The following is a quantum chemistry calculation of the ion C11H22NO with charge +1, from the OMol25 dataset.

Element x y z (Å)
C: -1.38463 1.81545 0.64982
N: -0.43803 0.90290 -0.06727
C: -1.08230 0.47041 -1.31531
C: -2.26522 -0.43081 -1.03915
C: -1.91114 -1.63056 -0.19377
C: -1.21723 -1.24329 1.09924
C: -0.05065 -0.20800 0.85345
C: 1.36342 -0.84360 0.68739
C: 1.58388 -1.78353 -0.52888
O: 1.51901 -1.09236 -1.75942
C: 2.40452 0.28248 0.78368
C: 1.83013 1.69854 0.69703
C: 0.74674 1.70233 -0.41071
H: -1.75236 2.56253 -0.04615
H: -2.20774 1.20798 1.04837
H: -0.93672 2.34862 1.50099
H: -1.39102 1.36033 -1.89202
H: -0.38921 -0.04052 -1.95193
H: -3.08588 0.13869 -0.58404
H: -2.65635 -0.77580 -1.99317
H: -1.28892 -2.30921 -0.76223
H: -2.82922 -2.19057 0.09879
H: -0.89260 -2.17999 1.59555
H: -1.95718 -0.77204 1.73398
H: 0.11048 0.29704 1.82056
H: 1.50044 -1.50738 1.55989
H: 2.59530 -2.24458 -0.44038
H: 0.86825 -2.59286 -0.55077
H: 1.39830 -1.71206 -2.49963
H: 3.13919 0.16974 0.01462
H: 2.92400 0.21431 1.75176
H: 2.66008 2.36890 0.44680
H: 1.39904 2.01533 1.64726
H: 0.46253 2.73915 -0.64906
H: 1.23108 1.26245 -1.30523

Force components x, y, z for each atom (eV/Å):
C -0.759 -0.109 0.874
N 0.111 0.863 0.445
C -1.378 -0.150 -1.095
C -0.772 0.223 -0.143
C -0.712 -0.554 0.496
C 0.572 0.428 -0.716
C 0.188 -1.917 2.278
C -0.360 -0.247 -1.128
C 0.882 -0.126 0.388
O -0.219 0.376 -0.624
C 0.178 0.151 1.111
C -0.599 -0.524 -0.549
C 2.579 1.137 -0.569
H -0.074 -0.112 -0.133
H 0.216 0.412 -0.247
H 0.330 -0.450 -0.414
H 0.124 -0.162 0.523
H 0.720 -0.286 0.137
H 0.119 -0.121 -0.029
H -0.008 0.073 -0.170
H 0.151 -0.221 -0.219
H 0.554 0.312 -0.466
H 0.278 0.847 -0.069
H -0.097 0.028 0.364
H -0.416 -0.005 -0.328
H -0.373 0.294 -0.297
H -0.556 0.261 0.192
H -0.317 -0.297 0.356
H 0.246 0.225 0.510
H 0.509 -0.126 -0.516
H 0.017 -0.136 -0.364
H -0.486 0.116 -0.048
H 0.122 0.145 0.039
H -0.270 -0.503 0.011
H -0.499 0.154 0.399

HOMO-LUMO gap = 11.59 eV
relative energy (zero: lowest compared OMol25 entry of this formula, charge and spin) = 0.0 kJ/mol
E_tot = -15295.2511 eV
E_HOMO = -13.9 eV
maximum force = 2.98 eV/Å
SMILES = C[N@+]12CCCC[C@H]1[C@@H](CO)CCC2
charge = +1